Below is 2 unconnected molecules or ions with the total composition C3H11N3O2S in a non-equilibrium geometry, with properties calculated with the ωB97M-V functional and the def2-TZVPD basis.

ORCA input file:
```
! wB97M-V def2-TZVPD RIJCOSX def2/J DEFGRID3
* xyz 0 1
C 3.208 0.596 -0.773
C 1.956 -1.123 0.323
C -3.030 1.313 -0.218
N -2.218 0.445 -0.633
N -3.805 1.292 0.950
N 2.331 0.297 0.307
O 0.081 1.025 1.377
O 0.293 1.294 -1.126
S 1.071 1.477 0.297
H 3.371 1.658 -0.762
H 4.251 0.207 -0.554
H 2.866 0.297 -1.727
H 1.333 -1.379 1.141
H 1.695 -1.384 -0.677
H 2.666 -1.883 0.594
H -3.301 2.196 -0.775
H -2.020 -0.433 -0.228
H -0.539 0.809 -1.105
H -3.668 0.489 1.680
H -4.223 2.213 1.275
*
```

## Properties
**ΔE to the lowest compared entry with this formula, charge and spin**: 1.386 eV
**E_LUMO**: 0.915 eV
**HOMO level**: -9.34 eV
**Orbital gap**: 10.3 eV
**Electronic energy**: -833.7690 Eh

How is the electron density shared among the atoms? According to Mulliken, the charges in e are:
1. C -1.007
2. C -0.918
3. C 0.113
4. N -0.681
5. N -0.464
6. N -0.081
7. O -0.599
8. O -0.419
9. S 0.540
10. H 0.362
11. H 0.321
12. H 0.386
13. H 0.303
14. H 0.373
15. H 0.348
16. H 0.329
17. H 0.189
18. H 0.435
19. H 0.244
20. H 0.226

Below is a molecular structure, CHCl4Cr in a non-equilibrium geometry, with properties calculated with the ωB97M-V functional and the def2-TZVPD basis.

ORCA input file:
```
! wB97M-V def2-TZVPD RIJCOSX def2/J DEFGRID3
* xyz 1 5
Cr 4.013 -2.393 1.582
Cl 1.966 -0.737 1.082
C -1.072 0.666 -0.500
Cl -2.103 2.162 -0.295
Cl -0.803 0.174 -2.230
Cl -1.864 -0.738 0.336
H -0.138 0.865 0.026
*
```

## Properties
**ΔE to the lowest compared entry with this formula, charge and spin**: 1.080 eV
**E_LUMO (spin up / spin down)**: -9.254 / -7.421 eV
**HOMO level (spin up / spin down)**: -13.19 / -13.19 eV
**Orbital gap (spin up / spin down)**: 3.9 / 5.8 eV
**Electronic energy**: -2923.5419 Eh

How is the electron density shared among the atoms? According to Mulliken, the charges in e are:
1. Cr 1.097
2. Cl -0.121
3. C 0.196
4. Cl -0.102
5. Cl -0.100
6. Cl -0.113
7. H 0.143

Below is 2 unconnected molecules or ions with the total composition C3H10NOS in a non-equilibrium geometry, with properties calculated with the ωB97M-V functional and the def2-TZVPD basis.

ORCA input file:
```
! wB97M-V def2-TZVPD RIJCOSX def2/J DEFGRID3
* xyz -1 1
C 0.562 -1.404 0.454
C 0.072 0.052 0.332
S -0.161 1.099 -1.160
C 1.922 -1.569 1.164
N 2.292 -0.853 2.358
H 0.710 -1.738 -0.579
H -0.198 -2.056 0.880
H 0.576 0.691 1.042
H -0.914 0.164 0.849
H 2.698 -1.575 0.400
H 1.932 -2.649 1.459
H 2.733 0.050 2.222
H 1.530 -0.589 2.978
H -3.582 1.081 -1.002
H -3.010 1.686 -2.210
O -3.809 1.243 -1.935
*
```

## Properties
**ΔE to the lowest compared entry with this formula, charge and spin**: 1.236 eV
**E_LUMO**: 4.023 eV
**HOMO level**: -2.45 eV
**Orbital gap**: 6.5 eV
**Electronic energy**: -648.4861 Eh

How is the electron density shared among the atoms? According to Mulliken, the charges in e are:
1. C -0.372
2. C -0.713
3. S -0.678
4. C -0.570
5. N -0.636
6. H 0.222
7. H 0.328
8. H 0.178
9. H 0.156
10. H 0.334
11. H 0.247
12. H 0.280
13. H 0.245
14. H 0.305
15. H 0.317
16. O -0.646

Below is a single C24H31NO7 molecule in a non-equilibrium geometry, with properties calculated with the ωB97M-V functional and the def2-TZVPD basis.

ORCA input file:
```
! wB97M-V def2-TZVPD RIJCOSX def2/J DEFGRID3
* xyz 0 1
C 4.139 0.804 0.964
O 3.364 -0.033 1.814
C 2.062 0.197 1.920
O 1.479 1.107 1.385
C 1.405 -0.819 2.834
C 1.792 -2.252 2.451
C 1.284 -2.545 1.049
O 0.116 -2.538 0.748
O 2.286 -2.756 0.219
C 2.007 -3.127 -1.158
C 1.999 -4.641 -1.282
C 3.228 -2.476 -1.906
O 4.165 -3.173 -2.247
C 3.152 -1.061 -2.005
C 1.997 -0.360 -1.753
C 1.916 1.064 -1.728
C 0.774 1.726 -1.403
C 0.748 3.204 -1.262
C 1.574 4.074 -2.161
C 0.085 4.061 -2.308
N -0.388 1.035 -1.174
C -1.594 1.659 -0.674
C -1.720 1.469 0.840
C -3.102 1.931 1.317
O -4.148 1.242 0.679
C -4.475 -0.038 1.218
C -5.498 0.099 2.347
C -5.030 -0.881 0.075
C -0.381 -0.314 -1.281
C 0.743 -1.026 -1.533
C 0.708 -2.499 -1.636
O -0.187 -3.118 -2.160
H 5.049 1.062 1.505
H 3.575 1.702 0.707
H 4.386 0.244 0.061
H 0.324 -0.689 2.771
H 1.729 -0.616 3.857
H 1.316 -2.951 3.140
H 2.872 -2.381 2.477
H 1.251 -5.064 -0.614
H 2.983 -5.031 -1.039
H 1.749 -4.908 -2.305
H 4.042 -0.543 -2.331
H 2.816 1.629 -1.912
H 0.645 3.523 -0.230
H 2.156 3.604 -2.939
H 2.043 4.947 -1.734
H -0.477 4.925 -1.987
H -0.329 3.568 -3.175
H -1.596 2.718 -0.924
H -2.458 1.189 -1.153
H -1.585 0.411 1.072
H -0.940 2.023 1.361
H -3.167 1.833 2.408
H -3.248 2.984 1.056
H -3.567 -0.517 1.612
H -5.731 -0.879 2.761
H -5.111 0.730 3.145
H -6.409 0.550 1.963
H -4.278 -1.020 -0.696
H -5.888 -0.378 -0.364
H -5.336 -1.856 0.444
H -1.318 -0.827 -1.123
*
```

## Properties
**SMILES string**: COC(=O)CCC(=O)O[C@]1(C)C(=O)C=C2C=C(C3CC3)N(CCCOC(C)C)C=C2C1=O
**ΔE to the lowest compared entry with this formula, charge and spin**: 2.746 eV
**E_LUMO**: 0.227 eV
**HOMO level**: -7.40 eV
**Orbital gap**: 7.6 eV
**Electronic energy**: -1514.5570 Eh

How is the electron density shared among the atoms? According to Mulliken, the charges in e are:
1. C -0.612
2. O -0.355
3. C 0.686
4. O -0.566
5. C -0.481
6. C -0.806
7. C 0.770
8. O -0.662
9. O -0.413
10. C 1.748
11. C -1.816
12. C -0.258
13. O -0.699
14. C -0.911
15. C 0.709
16. C -0.907
17. C 0.849
18. C -0.481
19. C -0.709
20. C -0.715
21. N 0.511
22. C -1.399
23. C 0.850
24. C -1.066
25. O -0.393
26. C 0.914
27. C -1.400
28. C -1.483
29. C -0.623
30. C 0.159
31. C -0.344
32. O -0.637
33. H 0.314
34. H 0.292
35. H 0.189
36. H 0.121
37. H 0.422
38. H 0.447
39. H 0.317
40. H 0.440
41. H 0.414
42. H 0.361
43. H 0.573
44. H 0.589
45. H 0.511
46. H 0.297
47. H 0.276
48. H 0.337
49. H 0.226
50. H 0.368
51. H 0.357
52. H -0.231
53. H 0.289
54. H 0.379
55. H 0.391
56. H 0.124
57. H 0.403
58. H 0.346
59. H 0.317
60. H 0.303
61. H 0.342
62. H 0.425
63. H 0.601

Below is a single C4H5NO3 molecule in a non-equilibrium geometry, with properties calculated with the ωB97M-V functional and the def2-TZVPD basis.

ORCA input file:
```
! wB97M-V def2-TZVPD RIJCOSX def2/J DEFGRID3
* xyz 0 1
O 1.800 -1.292 -0.041
C 1.272 -0.634 0.841
N 0.670 0.602 0.619
C 0.544 1.083 -0.716
C -0.666 0.806 0.100
C -1.559 -0.435 0.009
O -2.630 -0.343 0.512
O -1.026 -1.522 -0.555
H 1.156 -0.980 1.874
H 0.910 0.343 -1.413
H 0.858 2.148 -0.900
H -1.216 1.654 0.572
H -0.113 -1.430 -0.902
*
```

## Properties
**SMILES string**: O=CN1C[C@H]1C(=O)O
**ΔE to the lowest compared entry with this formula, charge and spin**: 1.771 eV
**E_LUMO**: 0.495 eV
**HOMO level**: -10.53 eV
**Orbital gap**: 11.0 eV
**Electronic energy**: -435.8554 Eh

How is the electron density shared among the atoms? According to Mulliken, the charges in e are:
1. O -0.518
2. C 0.093
3. N -0.205
4. C -0.389
5. C -0.012
6. C 0.530
7. O -0.516
8. O -0.496
9. H 0.347
10. H 0.280
11. H 0.221
12. H 0.310
13. H 0.355

Below is a single C5H8N2 molecule, with properties calculated with the ωB97M-V functional and the def2-TZVPD basis.

ORCA input file:
```
! wB97M-V def2-TZVPD RIJCOSX def2/J DEFGRID3
* xyz 0 1
C -2.524 -0.305 0.111
N -1.082 -0.004 0.072
C -0.379 -0.473 -1.213
C 0.857 -0.049 -1.257
C 2.423 0.112 0.697
C 1.391 0.677 -0.237
N -0.500 0.612 0.931
H -2.982 0.106 -0.793
H -2.946 0.155 1.003
H -2.667 -1.389 0.124
H -1.008 -1.047 -1.884
H 3.423 0.304 0.291
H 2.301 -0.970 0.799
H 2.357 0.582 1.682
H 1.367 1.766 -0.317
*
```

## Properties
**ΔE to the lowest compared entry with this formula, charge and spin**: 4.706 eV
**E_LUMO**: 0.918 eV
**HOMO level**: -8.36 eV
**Orbital gap**: 9.3 eV
**Electronic energy**: -304.6626 Eh

How is the electron density shared among the atoms? According to Mulliken, the charges in e are:
1. C -0.853
2. N 0.708
3. C -0.332
4. C -0.621
5. C -1.019
6. C 0.328
7. N -0.787
8. H 0.333
9. H 0.292
10. H 0.322
11. H 0.393
12. H 0.302
13. H 0.289
14. H 0.315
15. H 0.331